Computed, not measured: a cluster of 13 separate species, C48H129N19O20 in total, with ωB97M-V/def2-TZVPD.

Cartesian coordinates (Å):
C  -3.70262  -5.99880  5.34119
O  -3.82354  -6.31871  4.15010
N  -4.91346  -5.78319  6.11903
N  -2.53506  -5.53973  5.92808
H  -5.66655  -6.25772  5.69145
H  -4.84067  -5.59319  7.16301
H  -1.72488  -5.96912  5.54340
H  -2.43938  -5.36206  6.88702
C  3.47958  -3.59306  4.29665
O  2.78844  -3.51535  3.33347
N  3.81969  -2.54749  5.02462
N  4.01998  -4.71377  4.72584
H  3.46898  -1.67453  4.61720
H  3.92009  -2.60694  6.02235
H  3.88947  -5.55111  4.15752
H  4.75994  -4.60350  5.35629
C  -0.13384  -5.70468  3.37472
O  -0.09502  -5.57516  4.61149
N  0.88990  -5.49706  2.57363
N  -1.29242  -6.14062  2.75456
H  1.74937  -4.96336  2.83394
H  0.55569  -5.30127  1.60991
H  -2.15914  -6.37158  3.27333
H  -1.32406  -6.11604  1.74429
C  4.53416  3.92765  -4.39188
O  5.32413  4.21618  -5.30319
N  4.93801  3.40349  -3.15790
N  3.15340  3.99726  -4.42292
H  5.91091  3.46303  -2.92863
H  4.33351  3.52286  -2.36476
H  2.76409  3.54406  -3.64273
H  2.68659  4.02128  -5.29351
C  -1.65667  2.03153  0.45601
O  -1.30774  3.19795  0.24932
N  -0.82698  1.10620  1.00278
N  -2.93459  1.62342  0.19700
H  0.14256  1.35458  1.17294
H  -1.00475  0.15117  0.75923
H  -3.13254  0.61968  0.34299
H  -3.62906  2.23932  -0.16081
C  1.45202  4.80320  2.34698
O  2.02594  3.79120  2.05941
N  1.87943  5.71850  3.29188
N  0.32355  5.22859  1.69234
H  2.75741  5.59725  3.79432
H  1.15860  6.38880  3.53184
H  -0.10533  6.16602  1.81745
H  -0.08104  4.53098  1.08302
C  -0.38168  1.00521  -6.36464
O  -0.85222  1.74861  -7.40317
C  -0.42477  3.10724  -7.36068
C  1.03052  3.33797  -7.16530
N  1.90442  2.83894  -8.19703
C  3.28045  2.85251  -7.87352
C  3.74330  1.86743  -6.90509
O  3.64752  0.61034  -7.41805
C  3.57457  -0.40065  -6.52765
H  -0.78404  1.48627  -5.49613
H  0.70673  0.87464  -6.30759
H  -0.81534  -0.02315  -6.40523
H  -0.99806  3.57948  -6.59081
H  -0.80251  3.58291  -8.24467
H  1.35573  2.94130  -6.16979
H  1.18355  4.41060  -7.14985
H  1.59061  1.88070  -8.30640
H  3.52788  3.88223  -7.63067
H  3.81800  2.57650  -8.80684
H  3.10013  1.98976  -5.95896
H  4.77710  2.03833  -6.53220
H  4.49069  -0.50913  -5.92384
H  3.28603  -1.30317  -6.96170
H  2.83289  -0.16218  -5.70446
C  0.86740  4.69639  8.20145
O  0.70369  3.53190  7.44286
C  -0.65100  2.98665  7.51195
C  -1.69577  4.00645  7.00185
N  -1.39790  4.58695  5.63118
C  -1.27734  3.42382  4.71707
C  -2.56683  2.76646  4.26834
O  -3.43574  2.15194  5.20696
C  -2.92877  0.94755  5.74830
H  1.90622  5.01647  8.01798
H  0.65747  4.47911  9.26220
H  0.23904  5.52100  7.89771
H  -0.75752  2.64152  8.56814
H  -0.50551  2.07859  6.94238
H  -1.73204  4.84789  7.68331
H  -2.75880  3.53721  6.97064
H  -0.43565  4.92122  5.80496
H  -0.53076  2.65509  5.03795
H  -0.98753  3.80270  3.73517
H  -2.31863  2.11803  3.43549
H  -3.22753  3.52328  3.75668
H  -3.68598  0.33939  6.21904
H  -2.13269  1.07263  6.51963
H  -2.60388  0.27056  4.96622
C  2.97092  -5.54942  -1.45548
O  1.85044  -4.89460  -1.98565
C  1.89572  -3.42036  -1.71958
C  0.71420  -2.75650  -2.51288
N  -0.53157  -3.25652  -1.92253
C  -1.65177  -2.35603  -2.24298
C  -2.96314  -2.85085  -1.71783
O  -3.63769  -3.61350  -2.79690
C  -4.77381  -4.24984  -2.35823
H  3.03714  -6.38336  -2.12469
H  2.89133  -5.90360  -0.40076
H  3.90153  -5.00602  -1.50477
H  2.88838  -3.03832  -1.98314
H  1.72009  -3.30599  -0.67741
H  0.89211  -2.97926  -3.56496
H  0.76274  -1.67423  -2.39565
H  -0.61850  -4.19929  -2.33169
H  -1.78200  -2.18192  -3.34574
H  -1.32591  -1.42704  -1.66506
H  -3.59087  -2.02823  -1.52019
H  -2.91295  -3.40014  -0.81498
H  -5.47077  -4.32491  -3.24634
H  -5.30882  -3.66651  -1.56724
H  -4.54015  -5.24676  -1.90046
C  1.62068  3.36346  -1.12211
O  2.18326  2.27490  -1.83738
C  1.90988  0.98265  -1.52596
C  2.57815  0.45748  -0.30626
N  1.93149  0.87516  0.91216
C  2.51373  0.11546  2.03005
C  1.90940  0.67299  3.33645
O  2.02031  -0.16698  4.48937
C  1.02703  -1.23188  4.69369
H  2.22079  3.60013  -0.26141
H  0.64546  3.25212  -0.72681
H  1.53512  4.19859  -1.80292
H  2.25070  0.37704  -2.35549
H  0.83296  0.81625  -1.31391
H  3.66198  0.68286  -0.22485
H  2.41201  -0.62486  -0.46846
H  2.01223  1.88710  1.11467
H  3.62772  0.19487  2.14435
H  2.23677  -0.98608  1.98230
H  0.85390  0.78311  3.09439
H  2.28561  1.65139  3.64592
H  1.16781  -2.02431  4.02037
H  0.05132  -0.72316  4.59596
H  1.20876  -1.49723  5.71391
C  9.18042  -3.72861  4.03061
O  8.91137  -3.72777  2.66729
C  8.06216  -2.73016  2.19730
C  6.69962  -3.40270  2.00035
N  5.60358  -2.53326  1.64839
C  5.06907  -2.54821  0.25480
C  5.62176  -1.42837  -0.57017
O  4.90261  -1.34519  -1.82183
C  5.21938  -0.12376  -2.51582
H  9.28198  -2.69105  4.51718
H  10.08334  -4.25387  4.23822
H  8.30479  -4.13310  4.57070
H  8.40138  -2.36880  1.23530
H  7.98764  -1.89078  2.91186
H  6.43737  -3.89759  2.97609
H  6.80307  -4.16370  1.24024
H  4.81624  -2.85039  2.23817
H  3.98418  -2.30350  0.33110
H  5.26457  -3.52605  -0.20421
H  6.67184  -1.41970  -0.71918
H  5.40024  -0.54006  -0.00584
H  4.81124  0.74127  -2.08840
H  4.92574  -0.29579  -3.53531
H  6.26912  -0.01739  -2.54698
C  -5.98170  2.86621  -8.53384
O  -5.63755  1.96593  -7.53153
C  -6.60694  1.72633  -6.54123
C  -6.05403  0.70278  -5.60659
N  -4.80816  1.07775  -4.97128
C  -5.03088  2.31014  -4.13770
C  -3.77590  2.63822  -3.35126
O  -2.94934  3.28435  -4.26373
C  -1.71204  3.70473  -3.73491
H  -7.00455  2.77361  -8.81599
H  -5.29646  2.65838  -9.35124
H  -5.89349  3.87983  -8.28896
H  -7.62323  1.38534  -6.95205
H  -6.76613  2.68570  -5.97411
H  -5.90785  -0.18454  -6.26686
H  -6.81959  0.46448  -4.84275
H  -4.08076  1.31639  -5.65463
H  -5.84511  2.17030  -3.42813
H  -5.28431  3.20914  -4.74368
H  -3.28285  1.73802  -2.94531
H  -3.99414  3.30537  -2.43065
H  -1.71940  4.60623  -3.09744
H  -0.97119  3.90677  -4.51521
H  -1.23768  2.87383  -3.16335
C  -8.15683  0.47462  0.19224
O  -7.53458  -0.03382  1.37096
C  -6.80869  0.93525  1.98352
C  -5.70859  0.26226  2.78464
N  -4.83791  -0.43282  1.88546
C  -3.71096  -1.00861  2.67323
C  -3.02762  -2.19487  1.95153
O  -2.04428  -1.85992  0.96204
C  -0.75918  -2.39667  1.31478
H  -9.07027  1.08594  0.41704
H  -8.34900  -0.35264  -0.41639
H  -7.43737  1.06336  -0.38158
H  -7.42022  1.50258  2.70528
H  -6.37957  1.58530  1.17669
H  -6.16000  -0.30844  3.57591
H  -5.14814  1.13008  3.23655
H  -5.32905  -1.17680  1.38654
H  -3.98728  -1.30425  3.75374
H  -2.92587  -0.28114  2.81949
H  -3.79787  -2.77172  1.44212
H  -2.59176  -2.87091  2.72213
H  -0.20867  -2.25306  0.43375
H  -0.78441  -3.49440  1.46679
H  -0.29652  -1.88561  2.15580

* net charge: 0
* lowest unoccupied orbital energy: 0.4 eV
* Kohn-Sham gap: 9.014 eV

Mulliken population analysis, charges in e, atoms 1 to 6:
1 C 0.6875
2 O -0.7224
3 N -0.4901
4 N -0.3280
5 H 0.2456
6 H 0.2060

=====

Computed, not measured: the molecule C9H8ClNO2, with ωB97M-V/def2-TZVPD.

Cartesian coordinates (Å):
C  -3.16549  -0.92098  0.41852
C  -1.96304  -0.16015  -0.04738
C  -0.60623  -0.91886  0.03829
Cl  -0.78721  -2.61132  0.30074
C  0.68498  -0.32263  0.01123
C  1.03166  0.62679  0.96487
C  2.26893  1.18599  0.88466
C  3.18124  0.73765  -0.04811
C  2.77424  -0.16879  -1.03528
C  1.47147  -0.55691  -1.08638
N  -2.07385  1.11260  -0.46358
O  -3.20390  1.56029  -0.21818
O  -1.06478  1.76763  -0.86532
H  -3.65715  -0.33409  1.27664
H  -3.93566  -0.74547  -0.36186
H  -3.02234  -2.05578  0.46352
H  0.58423  0.80753  1.91590
H  2.70847  1.76028  1.69126
H  4.17409  1.08172  -0.12027
H  3.38585  -0.56554  -1.80704
H  1.21448  -1.27995  -1.91225

* net charge: 0
* lowest unoccupied orbital energy (alpha / beta): -1.4 / -1.4 eV
* structure (SMILES): C/C(=C(\Cl)c1ccccc1)[N+](=O)[O-]
* Kohn-Sham gap (alpha / beta): 7.706 / 7.704 eV

natural (NBO) population analysis, charges in e, atoms 1 to 6:
1 C -0.6863
2 C 0.0747
3 C 0.1204
4 Cl 0.0709
5 C -0.1666
6 C -0.1526

=====

Largest force on an atom values, unit eV Å⁻¹, following the record order: 4.2, 9.7.